1.
{"formula": "C2H2NOPS", "method": "wB97M-V/def2-TZVPD", "total_energy_ev": -25762.62633, "spin_multiplicity": 3, "homo_ev": [-7.607, -10.061], "homo_lumo_gap_ev": [7.63, 7.88], "s_squared": 2.03, "elements": ["C", "C", "N", "O", "P", "S", "H", "H"], "coordinates": [[0.79013, 0.50413, 0.30291], [0.76178, -0.78204, 0.13270], [-2.06194, 0.15020, -1.19430], [-0.22390, 1.25012, 0.52075], [-0.76572, -1.52499, 0.25834], [-1.85637, 0.43507, 0.22803], [1.71239, 1.21986, 0.05988], [1.64362, -1.25235, -0.30831]], "atomic_forces_ev_per_a": [[3.627, 5.565, -1.311], [0.735, -3.220, -0.922], [-1.366, 0.771, -2.519], [-2.048, 1.375, 1.033], [-0.511, -1.877, 0.845], [1.360, -0.374, 1.546], [-1.516, -1.993, 0.705], [-0.281, -0.245, 0.622]], "mulliken_charge": [0.049, -0.173, -0.256, -0.435, -0.060, 0.291, 0.266, 0.319]}

2.
{"formula": "C2H2O2", "method": "wB97M-V/def2-TZVPD", "total_energy_ev": -6199.12573, "spin_multiplicity": 1, "homo_ev": -9.889, "homo_lumo_gap_ev": 9.65, "elements": ["C", "C", "O", "O", "H", "H"], "coordinates": [[-1.07313, 0.72248, 0.18376], [0.69178, -0.17988, -0.00070], [-2.09092, 0.31224, -0.05247], [0.46983, -1.36569, 0.06819], [0.76423, 0.26064, -1.04513], [1.23821, 0.25021, 0.84635]], "atomic_forces_ev_per_a": [[-1.344, 0.793, 0.345], [2.716, -1.306, -1.283], [-0.296, -0.019, -0.069], [-0.740, -0.760, 0.092], [-0.072, 0.326, 1.038], [-0.263, 0.966, -0.124]], "mulliken_charge": [0.168, -0.147, -0.134, -0.432, 0.251, 0.294]}

3.
{"formula": "C2H2O2", "method": "wB97M-V/def2-TZVPD", "total_energy_ev": -6199.25867, "smiles": "O=CC=O", "spin_multiplicity": 1, "homo_ev": -9.662, "homo_lumo_gap_ev": 9.14, "elements": ["C", "C", "O", "O", "H", "H"], "coordinates": [[0.83852, 0.35184, -0.05266], [-0.79413, -0.37715, -0.02608], [1.90398, -0.17304, -0.11299], [-1.86915, 0.16863, -0.11313], [0.67369, 1.52238, 0.12679], [-0.75290, -1.49265, 0.17806]], "atomic_forces_ev_per_a": [[-2.395, 2.057, 0.640], [0.540, -0.705, 0.193], [-1.262, -0.216, -0.098], [2.417, 0.009, -0.006], [0.500, -1.878, -0.475], [0.200, 0.732, -0.255]], "mulliken_charge": [0.139, 0.099, -0.374, -0.393, 0.242, 0.287]}

4.
{"formula": "C2H2O2", "method": "wB97M-V/def2-TZVPD", "total_energy_ev": -6199.26328, "smiles": "O=CC=O", "spin_multiplicity": 1, "homo_ev": -9.974, "homo_lumo_gap_ev": 9.48, "elements": ["C", "C", "H", "H", "O", "O"], "coordinates": [[-0.46867, -0.10495, 0.60845], [0.37072, 0.03430, -0.64944], [-0.73241, -1.14983, 0.97213], [1.21218, 0.94782, -0.58947], [-0.41477, 0.95156, 1.20436], [0.03296, -0.67890, -1.54603]], "atomic_forces_ev_per_a": [[3.190, 1.469, 0.904], [0.028, 0.183, 0.140], [-0.617, 1.239, -0.318], [-1.943, -2.208, -0.481], [-1.699, -0.978, 1.020], [1.041, 0.294, -1.265]], "mulliken_charge": [0.163, 0.140, 0.282, 0.245, -0.419, -0.412]}

5.
{"formula": "C2H2O2S", "method": "wB97M-V/def2-TZVPD", "total_energy_ev": -17032.80897, "spin_multiplicity": 1, "homo_ev": [-9.149, -9.148], "homo_lumo_gap_ev": [9.11, 9.11], "elements": ["C", "C", "O", "O", "S", "H", "H"], "coordinates": [[0.26301, 0.00005, 0.28518], [-1.19154, -0.00699, -0.01842], [2.78746, 0.28346, -0.01176], [-0.34070, 1.16126, 0.07776], [1.68704, -0.74342, 0.06730], [-1.19834, -0.32932, -1.03802], [-2.00694, -0.36505, 0.63796]], "atomic_forces_ev_per_a": [[-1.152, -0.797, -0.324], [1.713, -1.848, -0.197], [-0.751, -1.206, -0.046], [-0.247, 0.905, 0.710], [0.828, 1.762, 0.495], [-1.144, 0.066, -0.673], [0.753, 1.117, 0.034]], "mulliken_charge": [0.305, -0.165, -0.528, -0.320, 0.211, 0.227, 0.270]}

6.
{"formula": "C2H2O2S", "method": "wB97M-V/def2-TZVPD", "total_energy_ev": -17035.02364, "smiles": "O=CC(O)=S", "spin_multiplicity": 1, "homo_ev": -9.943, "homo_lumo_gap_ev": 8.79, "elements": ["C", "C", "H", "H", "O", "O", "S"], "coordinates": [[0.16749, -0.05718, -0.22590], [-1.15127, -0.38979, 0.54140], [1.46662, -0.33086, -1.26727], [-1.40720, 0.25759, 1.47461], [0.61247, -0.90490, -1.07343], [-2.00469, -1.20256, 0.29527], [1.06131, 1.22592, 0.25781]], "atomic_forces_ev_per_a": [[-1.443, 0.847, 2.980], [-1.672, 0.833, 1.525], [-1.230, -2.067, -0.438], [1.284, -0.406, -1.392], [2.215, 0.689, -1.701], [1.305, -0.027, -0.907], [-0.459, 0.131, -0.068]], "mulliken_charge": [0.452, -0.024, 0.329, 0.299, -0.313, -0.405, -0.340]}